The following is a quantum chemistry calculation of a 5-piece molecular cluster, C2H13NO4 overall in a non-equilibrium geometry, from OMol25.

CARTESIAN COORDINATES (ANGSTROEM)
O (-1.109, 0.233, 4.343)
O (0.984, 1.712, -2.359)
O (-1.947, 1.423, -1.157)
O (-2.658, 1.077, 1.814)
N (1.155, -0.916, -1.240)
C (1.223, -2.041, -1.909)
C (1.772, -1.090, 0.164)
H (1.276, -2.866, -1.295)
H (1.737, 1.748, -2.886)
H (1.181, -1.744, 0.714)
H (-1.267, 0.438, 3.386)
H (-3.469, 0.820, 2.220)
H (1.781, -0.109, 0.612)
H (-2.868, 1.098, 0.862)
H (2.740, -1.547, -0.009)
H (0.992, 0.863, -1.888)
H (1.687, -2.037, -2.867)
H (-1.396, 2.266, -1.132)
H (-0.208, -0.157, 4.426)
H (-1.605, 0.829, -1.798)

Calculated values
F_max: 4.6 eV Å⁻¹
Energy above the lowest of the compared OMol25 structures with the same formula, charge and spin: 58.2 kcal/mol
E: -439.6301 Ha
Frontier orbital gap: 0.3698 Eh
SMILES: C=NC.O.O.O.O

Atom charges from the Mulliken analysis, given in e for atoms 1 to 2:
1. O -0.65
2. O -0.66